ORCA calculation (ωB97M-V/def2-TZVPD) on C54H40GeIN4PPtSSe as an isolated structure.

The HOMO-LUMO gap (alpha / beta) is 4.6 / 4.4 eV. As for the net charge: +3. The value obtained for the largest force on an atom is 0.0225 hartree/bohr. Its LUMO energy (alpha / beta) is -10.002 / -10.238 eV. The HOMO energy (alpha / beta) comes out at -0.5371 / -0.5371 hartree. The calculation puts the molecular weight at 1281.54 g mol⁻¹. The multiplicity is 2.

Element x y z (Å)
Pt -0.62 -0.80 -0.07
I 2.37 -0.62 1.90
C 2.00 0.34 3.70
C 3.02 0.14 4.59
C 3.02 0.75 5.86
C 1.99 1.57 6.17
C 0.91 1.79 5.27
C -0.10 2.66 5.72
C -1.19 2.92 4.94
C -1.28 2.28 3.71
C -0.33 1.40 3.20
P -1.06 0.86 1.56
C -2.69 0.22 2.05
C -3.68 0.09 1.08
C -4.90 -0.51 1.38
C -5.13 -1.00 2.65
C -4.14 -0.90 3.62
C -2.93 -0.29 3.33
C -1.31 2.51 0.81
C -0.16 3.30 0.65
C -0.27 4.63 0.27
C -1.52 5.19 0.05
C -2.66 4.42 0.21
C -2.55 3.09 0.59
C 0.85 1.15 3.99
H 3.85 -0.49 4.32
H 3.83 0.57 6.55
H 1.96 2.08 7.12
H 0.00 3.12 6.69
H -1.97 3.59 5.26
H -2.17 2.49 3.13
H -3.51 0.46 0.08
H -5.67 -0.58 0.62
H -6.07 -1.47 2.89
H -4.32 -1.28 4.62
H -2.18 -0.21 4.10
H 0.81 2.89 0.90
H 0.63 5.23 0.19
H -1.60 6.24 -0.21
H -3.63 4.86 0.07
H -3.46 2.53 0.78
S -1.21 -4.56 2.16
C -0.70 -3.41 3.32
C -0.44 -2.19 2.78
C -0.67 -2.16 1.38
C -1.10 -3.39 0.92
C -1.38 -3.58 -0.48
C -1.93 -4.71 -1.06
C -2.19 -4.74 -2.41
C -1.91 -3.60 -3.18
C -1.37 -2.51 -2.54
N -1.07 -2.49 -1.24
H -0.61 -3.71 4.35
H -0.10 -1.36 3.38
H -2.18 -5.56 -0.43
H -2.63 -5.61 -2.87
H -2.11 -3.58 -4.24
H -1.16 -1.60 -3.09
Se -4.73 0.42 -2.71
N -4.04 2.03 -3.18
C -2.79 2.00 -2.85
C -1.89 3.14 -2.98
C -0.61 2.92 -2.70
C -0.09 1.58 -2.31
N -1.05 0.61 -1.80
C -2.30 0.75 -2.21
N -3.24 -0.19 -2.05
H -2.29 4.09 -3.28
H 0.13 3.71 -2.78
H 0.67 1.71 -1.54
C 0.32 0.18 -5.85
C 0.88 -1.06 -5.50
C 1.24 -1.40 -4.19
C 1.07 -0.48 -3.18
C 0.65 0.88 -3.51
C 0.18 1.12 -4.88
Ge 1.69 -0.85 -1.34
C 2.36 -2.63 -1.10
C 3.57 -2.73 -0.39
C 4.17 -3.96 -0.17
C 3.58 -5.11 -0.65
C 2.40 -5.03 -1.38
C 1.79 -3.81 -1.59
C 3.02 0.56 -1.29
C 3.08 1.77 -0.61
C 4.12 2.65 -0.83
C 5.12 2.34 -1.74
C 5.08 1.13 -2.43
C 4.03 0.25 -2.21
H 0.03 0.37 -6.88
H 1.04 -1.79 -6.28
H 1.64 -2.38 -3.98
H 1.63 1.41 -3.55
H -0.19 2.11 -5.14
H 4.08 -1.84 -0.04
H 5.10 -4.01 0.38
H 4.04 -6.07 -0.48
H 1.95 -5.93 -1.78
H 0.87 -3.79 -2.16
H 2.33 2.02 0.13
H 4.16 3.59 -0.29
H 5.94 3.02 -1.91
H 5.86 0.88 -3.13
H 4.03 -0.69 -2.75